C37H29Br2N5NiO3PS3 | ωB97M-V/def2-TZVPD

Geometry (Å):
Ni 11.277 11.851 11.287
Br 9.187 17.502 6.873
C 9.438 16.184 8.209
C 8.906 16.369 9.502
C 9.036 15.449 10.496
C 9.842 14.265 10.293
O 9.981 13.391 11.236
C 10.449 14.151 8.974
C 11.424 13.161 8.668
N 11.804 12.196 9.429
C 12.806 11.321 9.056
C 13.791 11.553 8.145
C 14.745 10.611 7.765
C 14.768 9.336 8.347
C 13.816 9.094 9.417
C 13.805 7.911 10.230
C 12.822 7.735 11.151
C 11.886 8.745 11.415
N 11.923 9.887 10.737
C 12.812 10.046 9.695
C 10.188 15.113 7.979
H 8.389 17.273 9.642
H 8.584 15.553 11.461
H 11.906 13.323 7.710
H 13.838 12.526 7.701
H 15.469 10.919 6.997
H 15.497 8.568 8.123
H 14.585 7.144 10.105
H 12.788 6.830 11.749
H 11.157 8.675 12.210
H 10.677 14.971 7.011
S 11.148 16.294 17.478
P 10.946 16.384 15.474
S 12.408 15.715 14.313
C 10.560 18.146 14.991
C 10.828 19.173 15.909
C 10.698 20.516 15.570
C 10.315 20.825 14.270
C 9.986 19.790 13.387
C 10.146 18.448 13.721
C 9.323 15.629 14.997
C 8.208 15.937 15.795
C 6.927 15.488 15.458
C 6.762 14.694 14.303
C 7.836 14.256 13.614
C 9.143 14.776 13.919
H 11.224 18.909 16.880
H 10.943 21.325 16.278
H 10.295 21.800 13.874
H 9.532 20.097 12.449
H 9.837 17.711 13.020
H 8.365 16.481 16.734
H 6.092 15.766 16.055
H 5.802 14.260 14.008
H 7.702 13.619 12.730
H 10.006 14.615 13.340
S 10.206 11.303 13.473
C 11.364 11.815 14.591
N 11.248 12.814 15.456
C 12.486 13.033 16.204
C 13.491 12.322 15.326
N 12.660 11.343 14.608
H 10.440 13.459 15.492
H 12.416 12.548 17.190
H 12.690 14.078 16.376
H 14.193 11.762 15.897
H 13.891 13.066 14.639
H 13.021 10.959 13.745
Br 16.323 16.961 11.440
C 16.217 15.104 11.558
C 17.407 14.419 11.433
N 17.595 13.125 11.420
C 16.448 12.462 11.545
C 15.197 13.016 11.781
C 15.079 14.415 11.792
C 13.991 12.148 12.064
O 14.134 10.944 12.384
O 12.888 12.757 11.886
H 18.332 14.979 11.404
H 16.577 11.407 11.366
H 14.113 14.876 12.016

The multiplicity is 3. The value obtained for the HOMO energy (alpha / beta) is -4.76 / -4.76 eV. For the relative energy (zero: lowest compared OMol25 entry of this formula, charge and spin), the calculation gives 0.608 eV. The value obtained for the HOMO-LUMO gap (alpha / beta) is 5.83 / 5.80 eV. The LUMO energy (alpha / beta) is 0.039 / 0.038 Eh. As for the charge: -1. The total energy comes out at -10119.368592 a.u.